{"formula": "C72H85N16O2PS2", "method": "the ωB97M-V functional and the def2-TZVPD basis", "de_lowest_ev": 0.0000, "mol_weight_g_mol": 1301.69, "largest_force_ha_per_bohr": 0.067, "total_energy_ev": -134933.0160, "elements": ["C", "C", "O", "N", "C", "C", "O", "C", "C", "C", "C", "C", "C", "N", "P", "S", "C", "C", "C", "C", "C", "C", "S", "H", "H", "H", "H", "H", "H", "H", "H", "H", "H", "H", "H", "H", "H", "H", "N", "C", "C", "C", "C", "H", "H", "H", "H", "H", "N", "C", "C", "C", "C", "H", "H", "H", "H", "H", "N", "C", "C", "C", "C", "H", "H", "H", "H", "H", "N", "C", "C", "C", "C", "H", "H", "H", "H", "H", "N", "C", "C", "C", "C", "H", "H", "H", "H", "H", "N", "C", "C", "C", "C", "H", "H", "H", "H", "H", "N", "C", "C", "C", "C", "H", "H", "H", "H", "H", "N", "C", "C", "C", "C", "H", "H", "H", "H", "H", "N", "C", "C", "C", "C", "H", "H", "H", "H", "H", "N", "C", "C", "C", "C", "H", "H", "H", "H", "H", "N", "C", "C", "C", "C", "H", "H", "H", "H", "H", "N", "C", "C", "C", "C", "H", "H", "H", "H", "H", "N", "C", "C", "C", "C", "H", "H", "H", "H", "H", "N", "C", "C", "C", "C", "H", "H", "H", "H", "H"], "xyz": [[-3.998, -6.137, -0.240], [-3.142, -5.554, -1.409], [-3.724, -5.096, -2.360], [-1.674, -5.557, -1.477], [-1.291, -6.630, -2.410], [-1.892, -8.080, -2.224], [-0.559, -6.442, -3.338], [-1.050, -5.681, -0.180], [-0.205, -6.800, 0.248], [0.443, -6.865, 1.559], [0.252, -5.762, 2.490], [-0.590, -4.661, 2.064], [-1.256, -4.564, 0.766], [-2.069, -3.426, 0.354], [-1.069, -2.125, -0.279], [-2.128, -0.813, -1.241], [-2.924, -2.916, 1.415], [-4.289, -2.516, 1.067], [-5.158, -1.960, 2.107], [-4.745, -1.792, 3.496], [-3.376, -2.190, 3.854], [-2.529, -2.734, 2.813], [-0.815, -3.257, 3.220], [-4.611, -6.976, -0.672], [-4.740, -5.338, 0.039], [-3.416, -6.518, 0.631], [-1.392, -8.797, -2.915], [-3.001, -8.094, -2.426], [-1.767, -8.463, -1.177], [0.005, -7.658, -0.435], [1.081, -7.726, 1.851], [0.749, -5.836, 3.485], [-0.075, -2.764, -1.077], [-0.406, -1.556, 0.855], [-4.687, -2.618, 0.032], [-6.197, -1.624, 1.859], [-5.432, -1.381, 4.276], [-3.055, -2.091, 4.918], [1.527, 0.168, -3.239], [0.503, 0.749, -2.537], [0.592, 2.106, -2.712], [1.709, 2.352, -3.556], [2.263, 1.135, -3.866], [1.710, -0.820, -3.286], [-0.200, 0.146, -1.972], [-0.071, 2.842, -2.283], [2.065, 3.312, -3.897], [3.115, 0.877, -4.475], [0.435, 4.170, -5.957], [0.132, 5.493, -6.133], [0.366, 5.810, -7.447], [0.823, 4.630, -8.089], [0.852, 3.635, -7.144], [0.362, 3.667, -5.088], [-0.222, 6.093, -5.310], [0.223, 6.780, -7.897], [1.099, 4.522, -9.127], [1.134, 2.597, -7.214], [-0.935, -0.137, 5.057], [-0.733, -1.057, 6.050], [0.012, -0.462, 7.035], [0.264, 0.873, 6.622], [-0.335, 1.043, 5.400], [-1.447, -0.303, 4.206], [-1.136, -2.053, 5.968], [0.338, -0.932, 7.949], [0.820, 1.624, 7.160], [-0.386, 1.898, 4.746], [5.111, 3.378, -3.108], [5.878, 2.357, -2.619], [7.194, 2.730, -2.722], [7.221, 4.030, -3.290], [5.921, 4.403, -3.514], [4.105, 3.376, -3.160], [5.423, 1.455, -2.242], [8.043, 2.136, -2.421], [8.095, 4.624, -3.509], [5.504, 5.307, -3.928], [-4.558, 3.916, 5.282], [-3.426, 3.249, 5.671], [-3.359, 2.081, 4.957], [-4.489, 2.043, 4.100], [-5.207, 3.189, 4.321], [-4.863, 4.802, 5.645], [-2.769, 3.662, 6.421], [-2.586, 1.337, 5.036], [-4.746, 1.263, 3.400], [-6.123, 3.549, 3.880], [-5.976, 1.702, -0.367], [-7.234, 2.126, -0.700], [-7.514, 3.243, 0.046], [-6.378, 3.506, 0.855], [-5.446, 2.540, 0.576], [-5.511, 0.898, -0.755], [-7.820, 1.597, -1.435], [-8.430, 3.810, 0.013], [-6.258, 4.312, 1.561], [-4.455, 2.377, 0.967], [2.295, -10.865, 2.352], [1.986, -11.937, 3.147], [1.313, -12.852, 2.379], [1.217, -12.316, 1.068], [1.833, -11.092, 1.082], [2.785, -10.042, 2.654], [2.270, -11.954, 4.187], [0.933, -13.802, 2.719], [0.749, -12.777, 0.213], [1.983, -10.363, 0.301], [1.298, -4.224, 5.895], [1.274, -4.293, 7.261], [2.568, -4.397, 7.702], [3.406, -4.384, 6.557], [2.594, -4.273, 5.458], [0.488, -4.147, 5.302], [0.340, -4.264, 7.800], [2.879, -4.473, 8.732], [4.483, -4.448, 6.542], [2.826, -4.227, 4.405], [1.956, -13.759, -3.740], [2.162, -14.700, -2.766], [2.923, -14.127, -1.780], [3.182, -12.788, -2.170], [2.570, -12.589, -3.381], [1.434, -13.905, -4.586], [1.752, -15.692, -2.860], [3.257, -14.614, -0.878], [3.751, -12.053, -1.623], [2.519, -11.720, -4.017], [5.600, 8.209, 0.584], [6.725, 7.517, 0.953], [6.764, 6.357, 0.226], [5.625, 6.348, -0.620], [4.927, 7.503, -0.380], [5.314, 9.095, 0.961], [7.395, 7.910, 1.701], [7.528, 5.598, 0.292], [5.349, 5.581, -1.325], [4.013, 7.883, -0.807], [8.609, 4.035, 4.240], [7.809, 5.146, 4.191], [6.735, 4.858, 3.389], [6.889, 3.520, 2.942], [8.052, 3.039, 3.485], [9.471, 3.963, 4.752], [8.074, 6.042, 4.728], [5.928, 5.531, 3.151], [6.222, 2.973, 2.294], [8.531, 2.077, 3.399], [5.529, 11.701, -0.172], [4.507, 12.286, 0.529], [4.597, 13.642, 0.355], [5.712, 13.886, -0.488], [6.264, 12.671, -0.799], [5.710, 10.713, -0.220], [3.808, 11.686, 1.091], [3.935, 14.378, 0.784], [6.068, 14.846, -0.829], [7.114, 12.412, -1.408], [-1.975, 3.202, -8.965], [-1.859, 2.790, -10.264], [-2.882, 1.913, -10.524], [-3.648, 1.796, -9.337], [-3.065, 2.606, -8.395], [-1.353, 3.847, -8.501], [-1.059, 3.154, -10.889], [-3.060, 1.412, -11.463], [-4.528, 1.189, -9.190], [-3.332, 2.807, -7.369], [-11.032, 4.903, 0.207], [-12.071, 5.475, 0.890], [-12.004, 6.832, 0.701], [-10.885, 7.087, -0.132], [-10.307, 5.879, -0.423], [-10.833, 3.918, 0.172], [-12.765, 4.870, 1.450], [-12.684, 7.560, 1.115], [-10.542, 8.049, -0.480], [-9.445, 5.629, -1.021]]}

---

{"formula": "C26H76FeO13", "method": "the ωB97M-V functional and the def2-TZVPD basis", "de_lowest_ev": 2.1108, "multiplicity": 6, "s2": 8.770, "mol_weight_g_mol": 652.73, "total_charge": 1, "largest_force_ha_per_bohr": 0.091, "total_energy_ev": -89188.6086, "elements": ["Fe", "C", "C", "O", "H", "H", "H", "H", "H", "C", "C", "O", "H", "H", "H", "H", "H", "C", "C", "O", "H", "H", "H", "H", "H", "H", "C", "C", "O", "H", "H", "H", "H", "H", "H", "C", "C", "O", "H", "H", "H", "H", "H", "H", "C", "C", "O", "H", "H", "H", "H", "H", "H", "C", "C", "O", "H", "H", "H", "H", "H", "H", "C", "C", "O", "H", "H", "H", "H", "H", "H", "C", "C", "O", "H", "H", "H", "H", "H", "H", "C", "C", "O", "H", "H", "H", "H", "H", "H", "C", "C", "O", "H", "H", "H", "H", "H", "H", "C", "C", "O", "H", "H", "H", "H", "H", "H", "C", "C", "O", "H", "H", "H", "H", "H", "H"], "xyz": [[-1.114, 2.076, -2.515], [-1.130, -1.235, 0.063], [-0.158, -0.079, 0.005], [-0.437, 0.858, -1.012], [-0.705, -1.971, 0.746], [-1.285, -1.721, -0.900], [-2.109, -0.963, 0.458], [0.818, -0.463, -0.292], [0.000, 0.312, 1.011], [-1.774, -1.682, -4.022], [-2.863, -0.554, -3.934], [-2.329, 0.647, -3.364], [-1.546, -2.042, -3.018], [-0.877, -1.414, -4.580], [-2.168, -2.533, -4.576], [-3.674, -0.985, -3.348], [-3.298, -0.303, -4.901], [1.422, 2.634, -5.680], [0.460, 1.555, -5.164], [0.491, 1.647, -3.732], [1.232, 3.593, -5.198], [1.264, 2.795, -6.746], [2.474, 2.377, -5.553], [0.832, 0.562, -5.418], [-0.498, 1.789, -5.626], [1.356, 1.330, -3.463], [2.243, -4.550, 2.534], [1.904, -3.070, 2.393], [2.594, -2.347, 3.384], [1.890, -5.101, 1.663], [1.835, -5.091, 3.388], [3.322, -4.678, 2.612], [0.839, -2.947, 2.590], [2.057, -2.607, 1.418], [2.067, -2.384, 4.186], [0.516, 0.877, 4.370], [1.447, 0.838, 5.531], [1.677, 2.146, 6.034], [1.054, 1.374, 3.562], [-0.469, 1.326, 4.500], [0.328, -0.156, 4.077], [2.375, 0.362, 5.213], [1.026, 0.200, 6.308], [2.454, 2.070, 6.594], [3.857, 0.738, 1.212], [3.671, 1.952, 2.096], [4.654, 2.891, 1.837], [3.142, -0.034, 1.495], [4.851, 0.293, 1.261], [3.577, 1.072, 0.213], [3.675, 1.610, 3.131], [2.728, 2.449, 1.868], [4.540, 3.590, 2.485], [2.654, 4.066, -1.937], [1.640, 3.300, -1.070], [0.357, 3.552, -1.711], [3.678, 4.067, -1.564], [2.366, 5.117, -1.959], [2.719, 3.720, -2.969], [1.645, 3.658, -0.040], [1.964, 2.259, -1.079], [0.168, 4.430, -1.372], [-0.229, -5.224, -0.648], [0.634, -4.194, -1.288], [1.376, -4.924, -2.234], [-0.921, -4.725, 0.031], [0.299, -5.984, -0.072], [-0.858, -5.825, -1.305], [1.330, -3.682, -0.623], [0.073, -3.390, -1.764], [0.745, -5.191, -2.906], [2.332, -1.209, -2.973], [3.499, -0.248, -2.815], [3.127, 0.995, -3.363], [1.480, -1.005, -2.326], [2.738, -2.190, -2.724], [1.943, -1.267, -3.990], [4.323, -0.589, -3.441], [3.907, -0.094, -1.816], [3.864, 1.577, -3.165], [-4.181, 1.651, -0.146], [-3.749, 2.926, -0.959], [-2.368, 2.905, -1.000], [-3.667, 1.658, 0.816], [-3.951, 0.758, -0.728], [-5.263, 1.631, -0.019], [-4.040, 3.825, -0.416], [-4.124, 2.920, -1.982], [-2.011, 3.195, -0.157], [-3.861, -3.270, -0.957], [-3.529, -4.172, -2.199], [-3.694, -5.523, -1.881], [-3.215, -3.564, -0.129], [-4.883, -3.420, -0.610], [-3.723, -2.224, -1.231], [-2.478, -3.940, -2.370], [-4.031, -3.904, -3.129], [-3.390, -5.985, -2.665], [-0.016, 4.592, 3.004], [-0.760, 3.559, 2.163], [-1.774, 4.127, 1.380], [0.622, 4.033, 3.688], [-0.722, 5.167, 3.603], [0.669, 5.198, 2.412], [-1.224, 2.868, 2.866], [-0.007, 3.001, 1.607], [-2.578, 4.014, 1.892], [-2.593, -0.768, 3.726], [-2.422, -0.819, 5.273], [-3.198, 0.183, 5.887], [-3.608, -1.079, 3.479], [-1.837, -1.431, 3.303], [-2.304, 0.213, 3.348], [-1.381, -0.703, 5.576], [-2.756, -1.786, 5.648], [-3.041, 0.117, 6.831]]}

---

{"formula": "C29H44BrFeN3P2", "method": "the ωB97M-V functional and the def2-TZVPD basis", "de_lowest_ev": 2.5283, "multiplicity": 5, "s2": 6.023, "mol_weight_g_mol": 632.39, "total_charge": 2, "largest_force_ha_per_bohr": 0.108, "total_energy_ev": -158246.3062, "elements": ["C", "C", "C", "C", "N", "C", "C", "C", "C", "C", "C", "C", "C", "C", "Fe", "P", "H", "H", "H", "H", "H", "H", "H", "H", "C", "C", "H", "H", "H", "H", "H", "C", "C", "H", "H", "H", "H", "H", "C", "C", "H", "H", "H", "H", "H", "Br", "P", "C", "C", "H", "H", "H", "H", "H", "C", "C", "H", "H", "H", "H", "H", "C", "C", "H", "H", "H", "H", "H", "C", "C", "N", "C", "C", "N", "H", "H", "H", "H", "H", "H"], "xyz": [[2.922, 5.336, -0.848], [1.828, 4.769, -1.525], [1.944, 4.539, -2.911], [3.145, 4.886, -3.556], [4.186, 5.401, -2.889], [4.086, 5.630, -1.575], [0.635, 4.363, -0.825], [-0.454, 4.042, -0.344], [-1.361, 3.219, 0.394], [-0.653, 2.230, 1.126], [-1.443, 1.238, 1.744], [-2.743, 1.067, 1.204], [-3.510, 2.126, 0.783], [-2.777, 3.281, 0.440], [-1.362, -0.678, 1.118], [1.230, -0.708, 0.644], [1.142, 4.050, -3.460], [2.890, 5.475, 0.229], [3.265, 4.695, -4.631], [4.962, 6.046, -1.063], [-3.302, 4.218, 0.241], [0.432, 2.203, 1.248], [-4.602, 2.083, 0.809], [-0.999, 0.533, 2.482], [2.140, -2.333, 0.594], [3.410, -2.480, -0.265], [1.393, -3.071, 0.258], [2.367, -2.610, 1.637], [3.773, -3.517, -0.186], [3.217, -2.294, -1.332], [4.234, -1.832, 0.078], [1.291, -0.040, -1.074], [2.555, 0.582, -1.663], [0.505, 0.728, -1.092], [0.936, -0.842, -1.735], [2.394, 0.777, -2.734], [2.782, 1.559, -1.220], [3.443, -0.058, -1.598], [2.333, 0.440, 1.595], [3.865, 0.312, 1.608], [1.988, 0.393, 2.638], [2.107, 1.463, 1.271], [4.285, 1.116, 2.237], [4.210, -0.635, 2.041], [4.319, 0.444, 0.616], [-3.560, -1.066, 1.561], [-1.931, -2.018, -1.155], [-0.774, -2.784, -2.325], [-1.291, -4.046, -3.015], [0.142, -2.985, -1.740], [-0.508, -1.997, -3.047], [-0.518, -4.356, -3.728], [-1.441, -4.862, -2.291], [-2.221, -3.852, -3.577], [-3.104, -3.268, -0.519], [-4.464, -3.277, -1.203], [-3.277, -3.037, 0.551], [-2.597, -4.242, -0.523], [-5.093, -4.029, -0.703], [-4.983, -2.310, -1.104], [-4.382, -3.549, -2.267], [-2.876, -0.673, -1.958], [-3.329, -0.994, -3.374], [-2.243, 0.227, -1.946], [-3.729, -0.419, -1.314], [-3.868, -0.132, -3.780], [-2.486, -1.193, -4.044], [-4.021, -1.844, -3.413], [-0.437, 0.934, 4.405], [-0.412, -0.556, 4.284], [-0.567, -1.350, 3.224], [-0.420, -2.653, 3.676], [-0.248, -2.640, 5.026], [-0.226, -1.318, 5.385], [-1.456, 1.329, 4.187], [-0.203, 1.206, 5.450], [0.307, 1.411, 3.721], [-0.455, -3.486, 3.010], [-0.155, -3.420, 5.738], [-0.180, -0.898, 6.295]]}

---

{"formula": "C6H5Cl4NOS", "method": "the ωB97M-V functional and the def2-TZVPD basis", "multiplicity": 3, "s2": 2.027, "mol_weight_g_mol": 280.99, "largest_force_ha_per_bohr": 0.115, "total_energy_ev": -70759.9192, "elements": ["C", "C", "C", "C", "C", "C", "N", "O", "S", "Cl", "Cl", "Cl", "Cl", "H", "H", "H", "H", "H"], "xyz": [[-1.357, -1.204, -0.329], [-1.881, -0.480, 0.774], [-1.425, 1.423, -0.312], [-0.833, 0.875, -1.396], [-0.675, -0.441, -1.305], [1.831, -0.589, 1.360], [-1.952, 0.817, 0.732], [2.387, 0.966, -0.804], [1.683, -0.478, -0.424], [-1.126, -2.893, -0.219], [-2.350, -1.363, 2.241], [-1.489, 3.193, 0.001], [-0.063, -1.279, -2.672], [-0.215, 1.515, -2.012], [1.997, 1.751, -0.661], [2.823, -0.401, 1.679], [1.496, -1.536, 1.631], [1.148, 0.124, 1.715]]}

---

{"formula": "C8H7N3O", "method": "the ωB97M-V functional and the def2-TZVPD basis", "de_lowest_ev": 6.5035, "mol_weight_g_mol": 161.16, "largest_force_ha_per_bohr": 0.245, "total_energy_ev": -14921.6065, "elements": ["N", "C", "N", "O", "N", "C", "C", "C", "C", "C", "C", "C", "H", "H", "H", "H", "H", "H", "H"], "xyz": [[1.770, 2.069, 0.046], [1.867, 0.562, 0.070], [3.012, 0.049, -0.101], [2.695, -1.316, -0.069], [1.422, -1.494, 0.011], [0.816, -0.346, 0.014], [-0.664, -0.126, 0.015], [-1.444, -1.237, 0.089], [-2.831, -1.121, 0.035], [-3.439, 0.131, -0.009], [-2.599, 1.203, -0.071], [-1.174, 1.098, -0.129], [1.431, 2.354, 1.126], [2.663, 2.518, -0.212], [-0.975, -1.988, 0.047], [-3.524, -2.049, 0.281], [-4.328, 0.168, -0.178], [-2.829, 2.281, -0.163], [-0.616, 1.882, -0.121]]}